C8H9NO2 in the gas phase at a distorted geometry, computed with wB97M-V/def2-TZVPD.

Each atom is followed by the atoms it is bonded to, with distances in Å.
Geometry (Å):
1 C 1.674 0.151 -2.583  C3 1.209, H12 1.074
2 C 1.767 1.313 1.991  C4 1.172, H13 1.099
3 C 1.037 0.792 -1.779  C1 1.209, C7 1.462
4 C 1.039 0.621 1.387  C2 1.172, C8 1.444
5 C -1.346 0.507 1.259  C8 1.583, O10 1.307, O11 1.187
6 C -1.176 -1.753 -0.694  N9 1.501, H14 1.129, H15 1.121, H16 1.085
7 C 0.128 1.272 -0.740  C3 1.462, C8 1.642, H17 1.111, H18 1.075
8 C -0.002 0.187 0.486  C4 1.444, C5 1.583, C7 1.642, N9 1.455
9 N -0.014 -1.212 0.086  C6 1.501, C8 1.455, H20 1.015
10 O -1.365 -0.260 2.317  C5 1.307, H19 0.952
11 O -2.170 1.324 1.011  C5 1.187
12 H 2.455 -0.111 -3.272  C1 1.074
13 H 2.529 1.689 2.688  C2 1.099
14 H -0.950 -1.438 -1.754  C6 1.129
15 H -1.137 -2.858 -0.509  C6 1.121
16 H -2.057 -1.252 -0.308  C6 1.085
17 H -0.933 1.493 -0.987  C7 1.111
18 H 0.587 2.139 -0.299  C7 1.075
19 H -0.832 -1.032 2.152  O10 0.952
20 H 0.768 -1.572 -0.452  N9 1.015

HOMO-LUMO gap = 10.2 eV
Maximum force = 4.9 eV Å⁻¹
LUMO = 0.8 eV
E_HOMO = -9.4 eV